[1]
This record from OMol25 describes a structure of composition C5H5NO in a non-equilibrium geometry. The level of theory is wB97M-V/def2-TZVPD.

## Properties
- ΔE to the lowest compared entry with this formula, charge and spin: 94.5 kcal per mole
- LUMO level: -0.05 eV
- Net charge: 0
- Gap between HOMO and LUMO: 0.3897 Eh
- Strongest force on any atom: 5.4 eV/A

Each line ends with the Mulliken charge.
Positions of all 12 atoms, in Å:
1 C -2.730 0.861 -0.276  -0.019
2 C -1.875 -1.385 -0.386  -0.189
3 C 0.252 0.321 -0.578  -0.636
4 C -0.146 0.267 0.904  -0.478
5 C -1.091 -0.156 -0.195  0.741
6 N -3.576 1.580 -0.022  -0.392
7 O -1.854 -2.259 0.433  -0.440
8 H -2.637 -1.511 -1.205  0.378
9 H 0.411 1.295 -0.927  0.282
10 H 1.103 -0.176 -1.073  0.261
11 H 0.238 -0.632 1.523  0.217
12 H -0.276 1.229 1.354  0.274


[2]
This record from OMol25 describes the molecule C5H5NO in a non-equilibrium geometry. The level of theory is wB97M-V/def2-TZVPD.

## Properties
- ΔE to the lowest compared entry with this formula, charge and spin: 99.7 kcal per mole
- LUMO level: -0.05 eV
- Net charge: 0
- Gap between HOMO and LUMO: 0.2840 Eh
- Strongest force on any atom: 4.7 eV/A

Each line ends with the Mulliken charge.
Positions of all 12 atoms, in Å:
1 C 0.723 0.406 0.283  0.406
2 C -0.070 -0.385 -0.566  0.230
3 C -0.182 1.161 1.001  -0.448
4 C -1.482 0.243 0.017  -0.110
5 C 0.077 -1.517 -1.248  -0.820
6 O 2.049 0.236 0.483  -0.515
7 N -1.440 1.480 0.383  -0.466
8 H 2.379 0.982 1.009  0.314
9 H 0.060 1.739 1.885  0.438
10 H -2.386 -0.335 -0.201  0.412
11 H 1.010 -2.072 -1.218  0.277
12 H -0.737 -1.937 -1.829  0.282


[3]
This record from OMol25 describes a structure of composition C5H5NO in a non-equilibrium geometry. The level of theory is wB97M-V/def2-TZVPD.

## Properties
- ΔE to the lowest compared entry with this formula, charge and spin: 118.6 kcal per mole
- LUMO level: 0.46 eV
- Net charge: 0
- Gap between HOMO and LUMO: 0.3560 Eh
- Strongest force on any atom: 1.1 eV/A

Each line ends with the Mulliken charge.
Positions of all 12 atoms, in Å:
1 N -0.409 -2.639 -1.378  -0.409
2 C -0.603 -1.549 -1.043  -0.015
3 C -0.821 -0.154 -0.614  0.180
4 O -1.372 -0.011 0.689  -0.291
5 C -0.379 0.832 1.290  -0.259
6 C 0.927 0.119 0.999  -0.599
7 C 0.453 0.635 -0.316  -0.133
8 H -1.481 0.340 -1.336  0.315
9 H -0.146 1.658 0.230  0.196
10 H 1.811 0.618 1.393  0.270
11 H 0.924 -0.960 1.138  0.267
12 H 1.096 1.111 -1.053  0.479